1.
66
Properties=species:S:1:pos:R:3:forces:R:3 method="wB97M-V/def2-TZVPD" max_force_ev_per_a=6.606 homo_lumo_gap_ev=6.6 spin_multiplicity=1 charge=+1 e_tot_ev=-77353.2115
C 3.1432 -3.1751 3.2214 -0.3285 0.3983 0.0651
C 4.0790 -2.0148 2.9213 -0.1384 -0.4267 0.0161
C 5.4112 -2.1640 3.2934 0.1803 0.1302 0.1123
C 6.3381 -1.1569 3.0611 -0.3434 0.1315 -0.1327
C 5.9117 0.0003 2.4256 0.3851 0.1297 0.1090
C 4.5879 0.1674 2.0524 -0.2013 0.2718 -0.1006
C 3.6464 -0.8270 2.2940 0.1652 -0.5964 0.6700
C 2.1767 -0.6877 1.9470 0.9354 -0.1447 -0.1236
C 1.2664 -0.7007 3.1510 0.0695 0.3286 -1.3106
N 1.8306 -0.4828 4.3394 -0.2722 0.1857 0.8243
C 1.1552 -0.4970 5.4958 -0.3678 0.0808 0.7015
C -0.1881 -0.7505 5.5142 0.2864 0.1446 -0.6216
C -0.8199 -0.9537 4.2810 -0.1726 -0.9960 -0.0692
C -2.3174 -1.2296 4.3882 -0.3255 0.2326 -0.2459
O -3.0120 -0.3018 4.6231 -0.4129 0.5438 0.0818
O -2.8531 -2.4727 4.2125 1.3991 0.0342 1.1614
P -2.0010 -3.7942 4.7899 -0.0468 -2.2284 -1.3499
S -1.5289 -5.0971 3.4662 0.0346 0.3796 0.1345
C -0.1097 -0.9241 3.0675 -0.0979 0.0764 0.9662
C -0.8945 -1.1275 1.7746 -0.2202 0.3518 -0.6758
F -0.1506 -1.1718 0.6529 0.4351 0.1162 0.3101
F -1.5226 -2.3227 1.8516 -0.0406 0.0297 0.0224
C -2.0119 -0.0483 1.5451 -1.2097 -1.1479 0.8936
F -2.2075 0.1496 0.2408 0.5139 0.4405 -0.0026
F -1.7693 1.0901 2.2266 0.4984 0.2177 -0.5292
H 2.7750 -3.1372 4.2556 0.1505 -0.0458 -0.0425
H 2.2467 -3.1605 2.5966 0.1382 -0.1747 -0.0683
H 3.6325 -4.1392 3.0922 0.0300 0.0935 -0.0370
H 5.7099 -3.0793 3.7942 0.0292 0.0362 -0.0993
H 7.3753 -1.2381 3.3607 -0.0813 -0.1797 0.0157
H 6.6388 0.7848 2.2490 -0.1670 0.0253 -0.1069
H 4.2939 1.0919 1.5637 -0.0447 -0.0774 0.0254
H 1.9097 -1.5483 1.3352 -0.1402 0.2513 -0.1390
H 2.0467 0.2194 1.3495 -0.3353 -0.0928 0.0956
H 2.8302 -0.2901 4.4094 0.0663 -0.1866 -0.5841
H 1.6881 -0.3050 6.4188 0.2448 -0.0073 -0.2300
H -0.7207 -0.7835 6.4544 -0.0620 0.0397 -0.0943
H -2.8409 -4.3966 5.7425 -0.0767 0.8403 0.1701
H -0.8483 -3.3614 5.4689 -0.4898 0.6382 0.2295
H -2.9393 -0.4784 1.9436 0.0350 0.1326 -0.0136
O -1.1560 2.1383 -7.1167 -0.9275 -3.2333 -0.8261
P -1.6863 1.6745 -5.8076 1.1547 5.2367 3.8580
O -2.9412 2.6707 -5.5030 0.2010 -0.7567 -0.1497
C -4.0761 2.6417 -6.3723 -0.2973 0.0243 -0.2560
C -4.8516 1.3414 -6.2673 0.1412 -0.0897 0.0474
O -0.5402 2.2988 -4.8059 -0.3142 -0.4874 -0.0075
C 0.7940 2.5158 -5.2723 0.1100 0.3326 -0.1525
C 1.0231 3.9858 -5.5608 -0.0324 0.1585 0.1485
O -2.0813 0.5128 -4.7460 -0.0436 -0.9742 -2.6904
C -2.0324 0.6545 -3.3232 0.0296 -0.4998 0.8785
C -3.1191 1.5239 -2.7320 -0.0238 0.4637 -0.2194
H -3.7558 2.8162 -7.4025 0.0709 0.0037 0.0395
H -4.7125 3.4764 -6.0798 0.1320 0.0437 0.1001
H -4.2502 0.4944 -6.6095 -0.0543 0.0158 -0.0523
H -5.7552 1.3864 -6.8756 0.0281 0.0169 -0.0242
H -5.1346 1.1395 -5.2345 -0.0480 0.0416 -0.0058
H 1.0029 1.9090 -6.1521 -0.1191 0.0359 -0.0480
H 1.4718 2.1820 -4.4826 -0.1183 -0.0393 0.0816
H 0.2204 4.4006 -6.1689 0.0189 -0.1602 -0.1335
H 1.9705 4.1385 -6.0797 0.0082 -0.0149 0.0231
H 1.0424 4.5556 -4.6297 0.0355 -0.0069 -0.0061
H -1.0461 0.9744 -2.9945 0.0334 0.1946 -0.2730
H -2.1574 -0.3612 -2.9396 -0.0691 -0.0679 -0.2750
H -2.9348 2.5811 -2.9178 -0.0138 -0.0102 -0.0825
H -3.1556 1.3860 -1.6512 0.0597 -0.1314 -0.0291
H -4.0961 1.2771 -3.1459 0.0160 -0.0725 0.0263


2.
61
Properties=species:S:1:pos:R:3:forces:R:3 method="wB97M-V/def2-TZVPD" max_force_ev_per_a=3.717 de_lowest_ev=0.1297 homo_lumo_gap_ev=4.3 spin_multiplicity=1 e_tot_ev=-61930.1992
P -0.4358 -2.3335 -2.5434 0.7555 1.4429 -3.0819
P 0.3221 1.1697 -2.4422 -1.4820 1.9570 1.0306
C -0.8062 -1.0965 -3.8650 -0.4592 -0.0725 -0.4380
C 0.1656 0.0866 -3.9851 0.9403 0.5516 -1.0392
H -1.8537 -0.7560 -3.8152 0.3654 0.0478 0.4363
H -0.7712 -1.6488 -4.8154 -0.0215 -0.2052 0.2001
H 1.2004 -0.2280 -4.2631 -0.6247 -0.2012 0.2276
H -0.1366 0.7351 -4.8494 -0.0630 -0.6766 0.6761
C -0.7506 2.5687 -3.2840 0.0587 0.3422 -0.3673
H -0.9806 3.4143 -2.6137 0.0992 -0.3410 -0.1447
H -1.7053 2.1730 -3.6509 0.0484 0.0050 -0.0236
H -0.2225 2.9970 -4.1471 -0.1200 -0.0721 0.0295
C 1.8290 2.2204 -2.7454 0.9664 -0.3745 -1.1278
H 1.8048 2.6036 -3.7733 0.2517 -0.0547 0.0965
H 2.7433 1.6394 -2.6167 0.2559 0.1494 -0.0272
H 1.8597 3.0871 -2.0717 -0.2575 -0.3819 -0.0899
C -1.9251 -3.2701 -2.1517 -0.2067 -0.2407 0.5815
H -1.7388 -3.8734 -1.2505 -0.1322 0.1453 -0.2323
H -2.1760 -3.9496 -2.9766 0.2594 0.2183 0.0936
H -2.7915 -2.6125 -1.9713 0.5421 -0.1985 -0.0543
C 0.7567 -3.4109 -3.3990 -0.2947 -0.3671 0.1511
H 1.6936 -2.8578 -3.5729 -0.4310 -0.0835 0.1473
H 0.3548 -3.7555 -4.3605 0.1037 0.0238 0.2881
H 0.9594 -4.2676 -2.7464 0.1342 0.0346 -0.2270
Mg -1.3074 -0.9193 3.3228 0.3943 0.7231 -1.3290
C -0.1081 1.8545 -0.6816 2.0274 1.6624 -1.3590
C -1.1566 0.9978 -1.2993 -1.2627 -2.9302 0.1463
C -1.5551 -0.2441 -0.5144 -0.1765 -0.2790 0.2973
C -0.3815 -1.1679 -0.1068 -0.6445 0.1267 0.2319
C 0.5524 -1.5784 -1.3040 -0.5612 0.1751 3.6699
C 1.4171 -0.3172 -1.5897 -0.9170 0.1797 -0.2975
C 1.9235 0.3511 -0.2929 0.1551 -1.2499 -0.0371
C 1.0244 1.4601 0.2421 -1.2654 0.4159 1.1837
C -0.0599 -2.4509 3.3878 -0.2949 -1.1128 -0.6998
H -0.3101 2.9319 -0.6835 -0.0428 -0.3953 0.2515
H -2.0703 1.5241 -1.6354 0.6568 -0.2175 0.3008
H -2.3433 -0.8122 -1.0450 0.2337 0.1552 0.0668
H -2.0316 0.0713 0.4340 -0.1420 0.0083 0.2017
H 0.2038 -0.6231 0.6278 0.2010 -0.0079 -0.2449
H -0.7226 -1.9976 0.5335 -0.2160 -0.3055 -0.7574
H 1.1239 -2.4521 -0.8994 0.1449 0.5231 -0.2683
H 2.2147 -0.6533 -2.2744 -0.0153 0.5877 0.2467
H 2.8594 0.7968 -0.5135 1.0106 0.4268 -0.5008
H 2.1846 -0.3632 0.5020 -0.1687 -0.1105 -0.0942
H 0.5715 1.2337 1.2234 0.8221 -0.1650 -0.1189
H 1.6664 2.3445 0.4172 -0.4700 -0.2006 -0.1202
H 0.8220 -2.0216 3.8452 0.2539 0.0466 0.1035
H 0.1706 -2.8449 2.3872 0.1115 -0.1680 0.5219
H -0.5128 -3.1954 4.0335 0.3220 -0.5236 0.0150
F -0.1766 2.5746 8.4149 0.1611 -0.4360 -1.0241
C -0.0822 2.0834 7.1457 -1.0085 -0.7415 0.8796
C 0.7444 2.6707 6.2097 -0.2316 0.3357 -0.5647
F 1.4319 3.7696 6.5526 -0.1472 -0.4952 -0.2740
C 0.7160 2.2192 4.8942 -0.1912 -0.8693 -0.6330
F 1.3093 2.9388 3.9317 0.1794 -0.1718 0.3015
C -0.0177 1.0492 4.4606 -0.2840 0.7441 0.9461
O -0.0984 0.6192 3.2470 -0.4038 0.3394 0.2271
C -0.8040 0.4814 5.4986 -0.4925 0.0742 -0.6727
F -1.8560 -0.4968 5.0920 1.2233 1.6415 1.2391
C -0.9074 1.0118 6.7553 0.0354 0.4530 1.0060
F -1.8298 0.5197 7.5917 0.3149 0.1125 0.0542


3.
15
Properties=species:S:1:pos:R:3:forces:R:3 method="wB97M-V/def2-TZVPD" max_force_ev_per_a=5.077 de_lowest_ev=4.3273 homo_lumo_gap_ev=7.9 spin_multiplicity=1 charge=+1 e_tot_ev=-19102.7530
C -0.0628 1.6154 -0.1530 2.5859 -1.0689 -0.2468
C -2.3930 -1.1008 -0.0072 4.7138 -1.5518 -1.0711
C -1.4804 1.3654 0.3426 -1.1923 0.5465 -1.0656
C 0.0568 -1.6324 -0.0094 1.5515 -0.7900 1.2940
C 0.9022 -0.5157 -0.7267 0.3001 -1.6919 -2.4176
N -1.3803 -1.7240 -0.0110 -3.7331 2.4354 0.0198
N 0.9667 0.8673 -0.4291 -2.7589 1.3041 1.0817
S -2.9742 0.4173 -0.4012 -0.1169 0.4701 0.1627
H 0.2010 2.6784 0.0194 -0.2583 -0.5086 -0.3558
H -1.4154 0.9827 1.3205 -0.0073 -0.3894 1.3741
H -2.0223 2.3239 0.3945 0.4676 -0.1704 0.1320
H 0.5034 -2.6046 -0.3994 -0.7716 1.1898 0.9413
H 0.2818 -1.4054 1.0739 0.0168 -1.0557 -0.8990
H 1.8557 -1.1169 -0.6141 -0.3381 1.5648 0.3452
H 0.8396 -0.5320 -1.8460 -0.4591 -0.2840 0.7050


4.
8
Properties=species:S:1:pos:R:3:forces:R:3 method="wB97M-V/def2-TZVPD" max_force_ev_per_a=4.143 de_lowest_ev=3.9528 homo_lumo_gap_ev=8.4 spin_multiplicity=1 e_tot_ev=-164163.6337
C -0.5909 -0.0082 -0.1703 -1.6130 0.2670 -0.2513
O -0.4492 0.3082 2.4674 -1.0837 -0.2051 0.5320
O 0.9925 -0.3049 -2.4960 2.0682 2.2323 -2.3593
S 0.2681 0.6752 1.2674 1.2682 0.6033 0.4638
Br -0.9888 1.6465 -1.0652 -0.1171 0.0835 -0.6670
Br 0.1641 -1.2762 -1.5553 -2.3722 -1.8940 2.8193
I 2.1845 -0.7409 1.2991 1.0237 -0.5054 -0.0706
H -1.5803 -0.2997 0.2528 0.8258 -0.5816 -0.4668


5.
11
Properties=species:S:1:pos:R:3:forces:R:3 method="wB97M-V/def2-TZVPD" max_force_ev_per_a=2.686 de_lowest_ev=0.8158 homo_lumo_gap_ev=10.2 spin_multiplicity=1 e_tot_ev=-16090.1748
O -0.5267 -1.0974 2.1438 0.0162 2.4402 -1.1220
C -0.6898 0.0446 1.7034 -0.3887 -2.0518 0.3315
C -0.1170 0.5764 0.3604 -1.2678 1.2661 0.6278
C 0.4308 -0.4299 -0.6040 1.1454 -1.0402 -0.7169
S 0.8361 0.4702 -2.2076 -0.2880 0.2882 1.2834
H -1.4375 0.7071 2.2542 0.9739 -0.2085 -0.5773
H -1.0026 1.0577 -0.1662 0.9181 -0.2101 0.7889
H 0.6156 1.4112 0.5892 -0.7698 -0.8680 -0.2620
H -0.2170 -1.3071 -0.7727 -0.1745 0.7571 -0.0863
H 1.3618 -0.8954 -0.2606 -0.0967 0.3621 0.1079
H 0.7462 -0.5375 -3.0400 -0.0682 -0.7352 -0.3750


6.
56
Properties=species:S:1:pos:R:3:forces:R:3 method="wB97M-V/def2-TZVPD" max_force_ev_per_a=4.840 s2=0.758 homo_lumo_gap_ev="7.0 / 2.5" spin_multiplicity=2 charge=+1 e_tot_ev=-107486.5986
Zn 0.5838 -0.4288 0.0831 0.2272 0.1121 1.1941
C 0.9930 -2.8765 3.4722 -0.0622 0.0048 -0.0768
C 0.8403 -2.7426 2.0968 0.0819 0.0720 0.3228
N 0.5985 -1.4768 1.7897 -0.1419 -0.3143 -0.1358
N 0.5582 -0.7749 2.9364 0.0682 -0.2482 0.5519
C 0.8082 -1.6031 3.9641 -0.0070 -0.0835 -0.1335
B 0.3092 0.7410 2.8019 -0.1718 0.6147 0.2639
N -0.9419 0.9604 1.9273 -0.3654 0.1010 0.3812
C -2.1496 1.4138 2.2992 -0.2370 -0.0698 -0.2326
C -2.9354 1.5256 1.1688 0.1041 -0.0620 0.1284
C -2.1116 1.1093 0.1273 -0.0880 -0.0312 0.1290
N -0.9248 0.7631 0.6036 -0.2502 0.2110 -0.3344
N 1.5408 1.3115 2.0657 0.2967 0.1848 0.1602
C 2.4491 2.2024 2.4855 0.1413 0.0499 -0.1873
C 3.3579 2.4102 1.4689 -0.0797 -0.0983 -0.0180
C 2.9213 1.5868 0.4354 0.2359 0.1700 0.1587
N 1.8463 0.9188 0.8191 0.2153 -0.0049 -0.2777
N 0.0862 1.5484 4.0739 0.2288 -0.1097 0.2007
C 0.0465 1.3114 5.4014 -0.2013 0.1188 0.8054
C -0.2827 2.4892 6.0407 0.1393 -0.4066 0.0489
C -0.4227 3.4271 5.0075 0.3981 -0.7492 0.2784
N -0.1773 2.8463 3.8601 -0.2205 0.9257 -1.5596
H 1.1978 -3.7642 4.0321 0.0306 -0.1867 0.1091
H 0.8940 -3.4912 1.3331 -0.0273 -0.1908 -0.1312
H 0.8523 -1.2724 4.9793 -0.0304 0.1414 0.1292
H -2.3883 1.6198 3.3237 0.0578 0.0964 0.1334
H -3.9551 1.8452 1.1134 -0.1621 0.1182 -0.0016
H -2.3147 1.0458 -0.9263 -0.0532 -0.0676 -0.1246
H 2.3990 2.6410 3.4587 -0.1210 0.1005 0.2429
H 4.2114 3.0523 1.4786 0.1760 0.2082 0.0043
H 3.3164 1.4627 -0.5538 0.0844 -0.0802 -0.0966
H 0.2405 0.3521 5.8312 -0.0103 -0.1728 0.0944
H -0.3788 2.6599 7.0919 -0.0577 -0.0891 0.2740
H -0.6502 4.4719 5.0619 -0.0768 0.2369 -0.0549
I 2.3152 -3.0525 -1.1849 0.6491 0.1662 -0.4641
C 3.9189 -2.4350 -2.4809 -0.1146 -0.1370 0.1007
I 3.8476 -0.3650 -3.0079 -0.5134 -0.4514 0.2143
H 3.8504 -3.0099 -3.3968 -0.0913 0.0700 0.0160
H 4.8548 -2.6309 -1.9705 -0.0510 0.1523 0.0481
O -0.6613 -1.5345 -1.1415 0.4689 -0.0470 0.7775
C -0.1568 -0.8626 -2.0603 -2.4855 -1.0726 -4.0121
O 0.8693 -0.1645 -1.8673 1.8236 0.7653 0.7409
C -0.7861 -0.8517 -3.4077 0.8986 0.7076 0.3326
C -0.2590 0.0047 -4.3835 -0.0225 -0.4219 0.6845
C -0.8465 0.1222 -5.6303 -0.4638 -0.2150 -0.3798
C -1.9812 -0.6364 -5.8473 -0.0014 -0.4740 1.1384
O -2.7619 -0.7052 -6.9384 0.5445 0.4676 -0.3370
C -3.8147 -1.5897 -6.6363 -1.3258 -0.3552 -0.9603
O -3.6199 -2.0891 -5.3391 -0.1638 -0.4963 0.5885
C -2.5149 -1.4946 -4.8526 0.9509 0.7782 -0.1441
C -1.9269 -1.6213 -3.6157 -0.5059 -0.1248 -0.5927
H 0.6158 0.5843 -4.1251 -0.0057 0.0613 -0.1218
H -0.4498 0.7738 -6.3899 0.0143 0.0915 -0.1116
H -3.8266 -2.4192 -7.3596 0.1101 0.2074 0.2031
H -4.7757 -1.0513 -6.6832 0.3057 -0.0826 0.0421
H -2.3084 -2.2570 -2.8332 -0.1427 -0.0908 -0.0092